Here is a cluster of 2 separate species, C2H3FS2 in total in a non-equilibrium geometry from the Open Molecules 2025 dataset. Energies are from wB97M-V/def2-TZVPD.

Last column: Mulliken charge in e.
Positions of all 8 atoms, in Å:
S -1.465 -0.722 -2.793  -0.37
S -1.268 -1.046 -0.793  -0.09
F 2.387 0.620 2.718  -0.22
C 1.341 1.480 0.649  -0.37
C 1.993 1.057 1.586  0.21
H -1.412 -2.307 -0.510  0.22
H 1.062 1.769 -0.341  0.38
H -2.637 -0.852 -0.515  0.23

Forces on the atoms, in the same order (eV/Å):
0.532 -0.297 0.391
-1.851 2.120 -0.840
0.359 -0.040 0.083
1.572 -0.778 1.033
-1.832 0.752 -1.351
-0.059 -1.654 0.055
-0.113 0.053 0.210
1.392 -0.157 0.419

The calculation puts the LUMO energy at 0.08 eV. The charge is 0. As for the spin multiplicity: 1. The energy above the lowest of the compared OMol25 structures with the same formula, charge and spin comes out at 89.7 kcal/mol. The HOMO energy is -8.524 eV. As for the orbital gap: 8.607 eV.